{"formula": "C3H14N2O3", "method": "the ωB97M-V functional and the def2-TZVPD basis", "homo_ev": -9.377, "homo_lumo_gap_ev": 10.0, "charge": 0, "e_above_lowest_kcal_mol": 31.3, "smiles": "NCNCCO.O.O", "lumo_ev": 0.580, "elements": ["C", "C", "O", "N", "C", "N", "H", "H", "H", "H", "H", "H", "H", "H", "H", "H", "H", "H", "O", "H", "H", "O"], "coordinates": [[-0.95253, -1.11913, 1.06787], [0.57188, -1.12266, 1.35110], [1.22422, 0.12544, 1.20512], [-1.44998, -0.73390, -0.23881], [-1.89577, 0.61954, -0.39269], [-0.89949, 1.75195, -0.15488], [-1.30263, -2.14111, 1.28518], [-1.59018, -0.59729, 1.80503], [0.97571, -1.84229, 0.62639], [0.82970, -1.48917, 2.34907], [1.06972, 0.38272, 0.28893], [-0.84439, -1.00351, -1.01232], [-2.11947, 0.79863, -1.45157], [-2.75915, 0.81677, 0.27173], [-0.97229, 2.54418, -0.82945], [-1.00098, 2.26932, 0.72097], [0.02499, 1.16830, -1.16619], [0.24719, 0.73198, -2.67136], [0.74222, 0.80982, -1.84938], [3.13138, -0.72016, 0.35063], [3.45407, -0.24339, -1.06788], [3.51578, -1.00603, -0.48748]]}